Molecular formula: C2H3Cl2N3
Method: DFT, ωB97M-V/def2-TZVPD

Values from the calculation:
Total charge: 0
Gap between HOMO and LUMO (spin up / spin down): 7.45 / 8.36 eV
Energy relative to the best compared isomer or geometry (same formula, charge and spin): 166.4 kJ/mol
DFT total energy: -1162.4298 Ha
LUMO level (spin up / spin down): -0.89 / -0.60 eV

Each line ends with the Löwdin charge.
Atoms and positions in Å:
C: 0.531 -0.730 0.612  -0.059
N: -0.645 -0.985 0.749  -0.120
Cl: -2.839 -1.213 -0.435  0.565
N: -0.185 1.100 -0.827  -0.424
H: 1.102 -0.398 -1.233  0.098
C: 0.895 0.363 -0.541  -0.364
N: -1.680 -0.372 0.501  -0.423
Cl: -0.311 2.503 0.170  0.535
H: 1.445 -1.072 1.018  0.113
H: 1.686 0.806 -0.014  0.078